The molecule C5H12N2. Source: OMol25; level of theory: wB97M-V/def2-TZVPD.

```
19
Properties=species:S:1:pos:R:3:nbo_charge:R:1
N -1.77906 -1.57406 -0.84089 -0.837
N -0.19894 1.78946 1.10271 -0.829
C 0.14891 -1.86159 0.63580 -0.614
C -0.02326 0.22110 -0.76672 -0.458
C 1.91755 1.64154 -0.02174 -0.492
C 0.67040 1.22808 0.11827 0.200
C -0.79306 -0.86763 -0.01944 -0.057
H -0.42528 -2.65775 1.10778 0.222
H -0.67554 0.81225 -1.42244 0.210
H -1.34334 -0.35658 0.77674 0.199
H 0.84988 -1.40592 1.33706 0.214
H -1.47688 -1.64586 -1.80341 0.352
H 0.83400 -2.29825 -0.10821 0.195
H 2.59621 1.12751 -0.68353 0.199
H -1.01674 2.20150 0.66356 0.361
H 0.27982 2.52680 1.60771 0.368
H 2.38945 2.44735 0.53174 0.196
H -2.66908 -1.10128 -0.79289 0.360
H 0.71495 -0.22667 -1.42210 0.212
```

HOMO level ... -8.64 eV
Strongest force on any atom ... 1.10 eV Å⁻¹
Relative energy (zero: lowest compared OMol25 entry of this formula, charge and spin) ... 0.755 eV
SMILES string ... C=C(N)C[C@H](C)N
Electronic energy ... -8359.3815 eV
LUMO ... 0.035 Eh